No. 1
Molecular formula: C11H15NO
Method: DFT, ωB97M-V with the def2-TZVPD basis set

XYZ file:
```
28
Properties=species:S:1:pos:R:3:nbo_charge:R:1
C -0.45512 -2.49183 0.77689 -0.0606
C 0.15314 -3.89053 1.16550 -0.6361
O -0.21680 -1.64702 1.90814 -0.7364
H -0.03473 -2.10397 -0.15425 0.1685
H -1.53295 -2.57637 0.58967 0.1633
H 1.15882 -3.93813 0.73882 0.2000
H 0.45847 -1.02079 1.68942 0.4728
H -0.51781 -4.57933 0.67304 0.2034
H 0.16618 -3.86292 2.23902 0.2268
C 0.87147 2.41925 1.91514 -0.6383
C -0.05464 1.28329 -0.23019 -0.1001
C 1.00691 1.86161 0.53332 -0.1011
C 0.41713 0.93591 -1.50910 0.1316
C 2.11860 1.67255 -0.23761 -0.0255
C -1.47678 1.17906 -0.06839 -0.1789
C -0.36453 0.40411 -2.52669 -0.2419
C -2.24982 0.92833 -1.16175 -0.2428
C -1.72230 0.42980 -2.36632 -0.2171
N 1.82665 1.09669 -1.46812 -0.5357
H -1.82233 1.21612 0.96027 0.2179
H 1.32480 1.86043 2.72482 0.2279
H -0.18354 2.67659 1.98093 0.2247
H 3.01151 2.28262 -0.26193 0.2041
H 2.39901 1.19390 -2.28949 0.4079
H 0.08104 -0.00813 -3.42529 0.2149
H -3.32131 1.00216 -0.96025 0.2145
H -2.33469 0.23825 -3.24168 0.2175
H 1.29361 3.43839 2.00608 0.2186
```

- charge = 0
- structure (SMILES) = Cc1c[nH]c2ccccc12.CCO
- ΔE to the lowest compared entry with this formula, charge and spin (kJ/mol) = 103.6
- orbital gap (eV) = 8.828


No. 2
Molecular formula: C11H15NO4S2
Method: DFT, ωB97M-V with the def2-TZVPD basis set

XYZ file:
```
33
Properties=species:S:1:pos:R:3:nbo_charge:R:1
C 5.06276 1.42278 1.39421 -0.2513
H 5.81670 0.82958 0.88023 0.1970
O 3.87721 1.28487 0.65020 -0.5464
C 2.81161 2.09506 1.09178 -0.0662
C 2.14936 1.60984 2.38897 -0.4388
H 1.24385 2.19519 2.55129 0.2205
H 2.81535 1.77325 3.23717 0.2069
C 1.79375 0.12020 2.32826 -0.2284
N 0.90393 -0.18580 1.23518 -0.6048
C -0.42938 -0.31627 1.40459 0.6388
O -0.97898 -0.26075 2.48852 -0.6152
C -1.20183 -0.55958 0.16914 -0.2839
C -2.54338 -0.82392 0.12675 -0.1759
C -3.02739 -0.99159 -1.18622 -0.0916
C -2.04325 -0.85467 -2.13334 -0.1893
S -0.50798 -0.52608 -1.42709 0.4475
C -2.37163 -1.07105 -3.54895 -0.6694
H -2.60599 -0.16236 -4.10015 0.2524
H -1.64610 -1.67183 -4.08995 0.2620
S -3.96505 -1.99742 -3.36020 2.1624
O -4.92270 -1.55915 -4.33407 -0.9297
O -3.68634 -3.40002 -3.27918 -0.9294
C -4.37341 -1.34604 -1.68500 -0.6499
H -5.02829 -0.49155 -1.83743 0.2511
H -4.86884 -2.11212 -1.09637 0.2611
H -3.14139 -0.88740 1.01707 0.2492
H 1.30426 -0.19896 0.31050 0.3959
H 2.70352 -0.47297 2.20863 0.2038
H 1.28272 -0.17146 3.24855 0.2371
H 3.15278 3.13275 1.22325 0.1712
H 2.08472 2.07466 0.27500 0.1826
H 4.95279 1.05281 2.41932 0.1632
H 5.38660 2.46998 1.42934 0.1675
```

- charge = 0
- structure (SMILES) = COCCCNC(=O)c1cc2c(s1)CS(=O)(=O)C2
- ΔE to the lowest compared entry with this formula, charge and spin (kJ/mol) = 61.2
- orbital gap (eV) = 9.422


No. 3
Molecular formula: C11H15NPRh
Method: DFT, ωB97M-V with the def2-TZVPD basis set

XYZ file:
```
29
Properties=species:S:1:pos:R:3:nbo_charge:R:1
C -0.59233 0.00331 -3.63816 -0.3539
C -1.37222 1.01728 -3.00568 -0.2757
C -0.47989 1.95101 -2.35277 -0.3195
C 0.88324 1.56850 -2.64774 -0.2785
C 0.86081 0.36068 -3.40950 -0.3489
Rh -0.08526 -0.22079 -1.60639 0.7560
P -0.14458 -2.40219 -1.63895 0.1507
H -0.93156 -0.84257 -4.25885 0.2444
H -2.45967 1.01188 -2.94719 0.2458
H -0.78719 2.76916 -1.69066 0.2529
H 1.70946 -0.20378 -3.83028 0.2463
H 1.78678 2.03878 -2.26794 0.2475
H 0.99506 -3.04729 -2.20882 0.0251
H -1.22217 -3.00853 -2.35851 0.0158
H -0.24339 -3.03236 -0.36135 0.0485
C 0.34393 0.13259 4.73306 -0.6123
C 0.18783 0.14312 3.23976 -0.1519
C 1.14741 0.75417 2.43012 -0.2675
C 1.00773 0.73416 1.03991 -0.0194
N -0.04273 0.11839 0.47711 -0.6563
C -1.02330 -0.41108 1.22301 -0.1205
C -0.91089 -0.44901 2.61383 -0.2029
H 1.29622 -0.33139 5.02416 0.1997
H 0.33961 1.15567 5.13346 0.1997
H -0.47587 -0.42733 5.19471 0.2054
H 2.02045 1.23928 2.86415 0.2036
H 1.74429 1.18556 0.36908 0.1844
H -1.87205 -0.84686 0.68876 0.1781
H -1.67974 -0.96036 3.19167 0.2034
```

- charge = 0
- 2S+1 = 5
- ΔE to the lowest compared entry with this formula, charge and spin (kJ/mol) = 1.7
- orbital gap (alpha / beta) (eV) = 4.357 / 6.475


No. 4
Molecular formula: C11H15NS
Method: DFT, ωB97M-V with the def2-TZVPD basis set

XYZ file:
```
28
Properties=species:S:1:pos:R:3:nbo_charge:R:1
C -0.83635 -2.48303 -1.78924 -0.3952
C 0.21116 -3.30909 -1.05039 -0.4006
C 0.31496 -2.73209 0.34269 -0.2110
C 0.73752 -0.84243 1.80536 -0.2089
C 1.49589 0.47902 1.76252 -0.4220
C 0.70145 1.39255 0.87568 -0.0702
C 0.84847 2.81816 0.77146 -0.2356
C -0.11608 3.39544 0.01280 -0.4138
C -0.28719 0.89120 0.07836 -0.1888
C -0.48591 -0.58784 -0.14235 -0.0743
C -0.60068 -0.93384 -1.63814 -0.3907
H -1.76040 -2.69157 -1.33860 0.1875
H -0.92461 -2.77026 -2.80930 0.2087
H 1.17810 -3.23528 -1.61661 0.2012
H -0.11384 -4.33154 -1.02968 0.2136
H -0.57851 -3.05304 0.89901 0.1578
H 1.15040 -3.24830 0.89660 0.2016
H -0.25906 -0.76125 2.24253 0.1668
H 1.18968 -1.51987 2.50555 0.2079
H 1.66596 0.88351 2.77810 0.2181
H 2.42079 0.24039 1.25377 0.2231
H 1.60695 3.39123 1.27727 0.2180
H -0.20143 4.42777 -0.19381 0.2350
H -1.44839 -0.82909 0.25374 0.1663
H -1.38731 -0.32859 -2.19617 0.2169
H 0.36981 -0.66307 -2.09531 0.2076
N 0.55666 -1.31904 0.44668 -0.4443
S -1.16901 2.19962 -0.63290 0.4251
```

- charge = 0
- structure (SMILES) = c1cc2c(s1)[C@H]1CCCCN1CC2
- ΔE to the lowest compared entry with this formula, charge and spin (kJ/mol) = 60.9
- orbital gap (eV) = 9.369


No. 5
Molecular formula: C11H16AlF6N4SSb
Method: DFT, ωB97M-V with the def2-TZVPD basis set

XYZ file:
```
40
Properties=species:S:1:pos:R:3:lowdin_spin:R:1
Al -1.43975 0.14049 0.07020 0.0149
C 3.46653 0.24268 3.67294 -0.0016
C 2.58186 -1.00095 3.60019 -0.0020
N 1.14675 -0.69687 3.51628 -0.0278
C 0.52999 -0.18576 2.45716 0.0332
S -1.17432 0.11982 2.52988 0.3720
N 1.23778 0.13376 1.37232 0.3724
N 0.55847 0.40259 0.25604 0.0067
C 1.20514 0.80990 -0.79659 0.1164
C 2.64986 1.15352 -0.80011 0.0128
C 0.37919 0.90048 -2.00320 -0.0016
C 0.88933 1.26263 -3.23934 0.0311
C 0.03418 1.30002 -4.33214 -0.0036
C -1.30066 0.98046 -4.15273 0.0325
C -1.73768 0.62236 -2.88605 0.0021
N -0.91992 0.57683 -1.84069 0.0189
H 4.49712 -0.04882 3.87013 -0.0002
H 3.42986 0.78830 2.73473 0.0000
H 3.13753 0.90606 4.47295 0.0000
H 2.85431 -1.60928 2.73650 -0.0005
H 2.71685 -1.59938 4.49727 0.0002
H 0.57389 -0.87602 4.32362 0.0009
H 3.06912 1.01595 0.19045 -0.0002
H 3.19548 0.52729 -1.50788 0.0050
H 2.77825 2.19424 -1.10393 0.0041
H 1.93683 1.50239 -3.35091 0.0018
H 0.41069 1.57019 -5.30915 -0.0008
H -1.99997 1.00441 -4.97538 0.0015
H -2.76906 0.35015 -2.70632 -0.0001
F -1.16397 -1.58913 -0.07574 0.0022
Sb -2.91220 -2.87811 -0.35726 0.0007
F -1.94441 -3.97893 0.79426 0.0002
F -3.50679 -1.84970 1.10512 0.0044
F -4.49492 -3.78666 -0.64428 0.0001
F -3.28584 -1.30566 -1.38599 0.0000
F -1.94131 -3.44472 -1.85123 0.0000
C -2.96476 1.39862 0.25615 0.0030
H -3.55808 1.42025 -0.65740 0.0005
H -2.54822 2.39546 0.43399 0.0007
H -3.61717 1.13114 1.08613 0.0000
```

- charge = +1
- 2S+1 = 2
- orbital gap (alpha / beta) (eV) = 7.947 / 5.370


No. 6
Molecular formula: C11H16AuIN2O2
Method: DFT, ωB97M-V with the def2-TZVPD basis set

XYZ file:
```
33
Properties=species:S:1:pos:R:3:nbo_charge:R:1
Au 0.24280 -2.19409 -0.04742 0.5811
C -1.65803 1.54576 3.13532 -0.6097
C -0.43421 0.63680 3.10158 0.0908
C 0.82617 1.46940 2.84212 -0.6373
C -0.30507 -0.12708 4.41730 -0.6295
N -0.70177 -0.33128 2.01623 -0.4568
N 0.37521 -1.24695 1.80179 -0.6605
H -1.58365 2.24988 3.96557 0.2193
H -2.56632 0.95274 3.25433 0.2285
H -1.73997 2.12354 2.20958 0.2119
H 0.94864 2.21785 3.62768 0.2305
H 0.75656 1.99363 1.88500 0.2165
H 1.73604 0.86064 2.84222 0.1948
H -0.32988 0.57053 5.25536 0.2268
H 0.63964 -0.67547 4.48107 0.2013
H -1.13352 -0.83018 4.53340 0.2266
H -0.84554 0.15579 1.14122 0.3644
H 0.32034 -1.94920 2.52905 0.3961
H 1.28095 -0.79473 1.88775 0.3761
I 0.87842 3.13110 -5.41356 0.1332
C 0.57305 1.22079 -4.61125 -0.1344
C 0.22476 0.16740 -5.44159 -0.2569
C 0.02266 -1.08945 -4.89164 -0.1416
C 0.16960 -1.31729 -3.52475 -0.1651
C 0.52660 -0.24252 -2.71912 -0.1709
C 0.72652 1.02701 -3.24838 -0.2649
C -0.07727 -2.74857 -3.05541 0.7739
O -0.50037 -3.53675 -3.87729 -0.6168
O 0.11942 -3.10550 -1.81218 -0.8155
H 0.10670 0.32044 -6.50705 0.2265
H -0.25854 -1.92440 -5.51797 0.2497
H 0.65821 -0.38189 -1.65465 0.1933
H 1.00188 1.85204 -2.60430 0.2186
```

- charge = 0
- orbital gap (eV) = 8.677


no.,E_tot (a.u.)
1,-558.1064
2,-1580.2328
3,-934.5775
4,-881.0770
5,-2127.8426
6,-1122.1143